{"formula": "C5H10N2S", "method": "ωB97M-V with the def2-TZVPD basis set", "elements": ["N", "N", "C", "C", "C", "C", "C", "S", "H", "H", "H", "H", "H", "H", "H", "H", "H", "H"], "positions_angstrom": [[-2.65031, -1.95871, 0.21602], [-2.25977, -0.75246, -0.51015], [-1.00586, -0.37414, -0.43785], [0.00338, -0.62955, 0.58770], [1.30072, -0.24504, 0.41796], [1.60882, 1.26741, 0.16757], [0.53578, 1.88960, -0.75124], [-0.46349, 0.71882, -1.81955], [-1.86598, -2.66817, 0.28925], [-3.56896, -2.35009, -0.20401], [-0.36677, -0.06044, 1.40939], [0.02528, -1.60681, 1.22501], [1.96080, -0.59891, 1.19511], [1.65420, -0.72359, -0.42770], [2.52520, 1.45904, -0.44131], [1.65456, 1.76700, 1.03273], [1.14978, 2.29219, -1.65297], [-0.23736, 2.57385, -0.29596]], "atomic_forces_ev_per_a": [[-0.148, 0.250, -0.487], [1.782, -1.691, -0.183], [-2.835, -0.203, -2.083], [-4.641, -2.959, 4.065], [6.244, 2.798, -1.033], [-0.916, -2.147, -4.009], [-0.030, 0.538, -2.517], [-0.146, -0.595, 2.480], [-1.482, 1.104, -0.361], [2.577, 1.006, 0.755], [-0.847, 0.987, 1.013], [-0.597, 0.737, -1.944], [0.059, -0.060, 0.537], [1.120, -1.115, -1.976], [-0.232, -0.766, 1.112], [0.228, 2.013, 3.328], [-1.438, 0.542, 1.795], [1.306, -0.441, -0.491]], "lowdin_charge": [-0.0525, -0.0707, -0.5812, -0.2886, -0.2830, -0.1947, -0.4462, 0.8863, 0.0799, 0.1015, 0.1288, 0.1641, 0.1236, 0.0921, 0.1189, 0.0581, 0.0782, 0.0857], "energy_ev": -19159.397, "e_homo_ev": -8.1, "e_above_lowest_ev": 3.5088, "smiles": "N/N=C1\\CCCCS1"}